Record 1
# C44H37BCl2MoN8O2S2Sb

C44H37BCl2MoN8O2S2Sb as an isolated structure (ωB97M-V/def2-TZVPD, the Open Molecules 2025 dataset).

Last column: Mulliken charge in e.
Geometry (Å):
Sb  -3.001  3.232  -0.239  0.277
Mo  0.033  -0.515  -0.153  -1.255
Cl  0.660  -5.076  1.235  -0.117
Cl  -2.179  -4.999  0.533  -0.171
S  -0.749  -2.017  3.035  -0.250
S  -2.129  -0.050  1.079  -0.017
O  -0.194  -3.635  -2.042  -0.468
O  -0.346  -2.555  -0.067  0.215
N  2.178  -1.007  2.005  -1.445
N  1.774  -1.289  0.830  2.370
N  -1.556  -0.590  -1.683  2.127
N  1.365  -1.052  -1.646  1.838
N  -1.826  0.265  -2.690  -0.082
N  0.679  0.721  1.614  1.320
N  0.457  1.484  -0.989  2.092
N  -0.074  2.088  -2.069  0.069
C  -0.511  -4.910  -0.078  -0.199
C  -5.177  2.158  -2.171  -0.189
C  -5.766  1.938  0.142  -0.752
C  -2.853  -0.200  -3.402  -0.384
C  0.132  1.890  1.993  -0.670
C  -4.621  5.093  1.687  -0.099
C  -5.067  5.564  2.913  -0.730
C  3.922  -3.702  -1.695  -0.771
C  -4.229  6.671  -2.750  -0.681
C  2.263  0.729  -4.763  -0.968
C  1.393  0.152  -5.677  -0.684
C  -1.128  -1.048  1.853  0.400
C  1.675  3.308  -1.468  -1.792
C  3.015  -2.806  -2.195  -0.871
C  -3.728  4.026  1.619  -0.008
C  -4.234  5.462  -2.066  -0.358
C  1.533  2.211  -0.636  -0.667
C  -7.240  1.086  -1.557  -0.591
C  -6.358  1.526  -2.533  -0.597
C  1.558  0.133  2.445  -0.412
C  -6.941  1.292  -0.218  -0.643
C  4.136  -3.863  -0.310  -0.719
C  0.474  -1.233  -3.932  0.449
C  -1.993  7.098  -1.988  -0.666
C  1.913  0.684  3.679  -0.669
C  -3.297  -1.385  -2.845  -1.853
C  -3.739  3.909  4.038  -0.788
C  3.424  -3.102  0.577  -0.453
C  -3.120  5.060  -1.337  0.930
C  2.476  -2.198  0.078  0.390
C  -1.998  5.886  -1.311  -0.753
C  2.253  -2.015  -1.303  0.421
C  0.505  -0.828  -5.258  -0.876
C  -0.339  -3.585  -0.839  -0.264
C  -3.292  3.442  2.806  -0.325
C  -2.460  -1.579  -1.760  -1.042
C  1.341  -0.648  -3.016  -1.646
C  2.240  0.327  -3.436  0.291
C  0.628  3.183  -2.364  -0.549
C  -3.110  7.491  -2.711  -0.519
C  -4.871  2.378  -0.830  0.460
C  1.334  1.870  4.057  -0.586
C  -4.626  4.972  4.090  -0.492
C  0.428  2.491  3.192  -1.151
B  -1.256  1.674  -2.990  -0.653
H  -4.968  5.565  0.776  0.406
H  -2.144  2.484  -2.839  -0.256
H  2.961  1.493  -5.081  0.423
H  2.629  0.157  4.292  0.574
H  2.433  4.070  -1.434  0.521
H  4.489  -4.314  -2.385  0.418
H  1.581  2.321  5.009  0.429
H  -5.102  6.973  -3.315  0.417
H  -8.158  0.587  -1.838  0.382
H  -5.760  6.395  2.952  0.404
H  4.852  -4.592  0.043  0.420
H  -4.107  -2.011  -3.170  0.514
H  -0.367  -5.738  -0.761  0.456
H  -6.586  1.372  -3.580  0.409
H  -0.854  1.693  -4.122  -0.128
H  2.160  1.904  0.181  0.591
H  1.407  0.467  -6.713  0.394
H  -1.113  5.584  -0.760  0.325
H  3.554  -3.191  1.647  0.518
H  0.337  3.790  -3.205  0.656
H  2.915  0.767  -2.713  0.496
H  -2.473  -2.369  -1.032  0.704
H  -4.976  5.341  5.046  0.367
H  -2.605  2.601  2.779  0.404
H  2.857  -2.705  -3.259  0.519
H  -5.118  4.834  -2.101  0.450
H  -0.563  2.334  1.292  0.947
H  -5.554  2.103  1.192  0.393
H  -4.492  2.490  -2.943  0.397
H  -1.116  7.732  -1.954  0.408
H  -0.202  -2.007  -3.594  0.422
H  -3.206  0.357  -4.255  0.599
H  -0.173  -1.284  -5.969  0.456
H  -7.625  0.953  0.550  0.411
H  -3.107  8.432  -3.245  0.381
H  -0.045  3.429  3.445  0.574
H  -3.396  3.440  4.952  0.426

Computed properties:
- multiplicity = 2
- relative energy (zero: lowest compared OMol25 entry of this formula, charge and spin) (eV) = 0.495
- HOMO (spin up / spin down) (eV) = -7.488 / -7.761
- expectation value of S² = 0.81


Record 2
# C44H37N2P2SiTa

C44H37N2P2SiTa as an isolated structure at a distorted geometry (ωB97M-V/def2-TZVPD, the Open Molecules 2025 dataset).

Last column: Mulliken charge in e.
Geometry (Å):
Ta  0.089  0.619  -0.429  0.325
P  -1.992  -0.786  0.089  0.828
P  2.158  -0.747  0.006  0.405
Si  0.192  0.374  2.382  0.182
N  0.533  4.753  -0.261  0.071
N  0.119  2.623  -0.650  0.512
C  -2.470  -0.530  1.790  0.061
C  0.815  1.982  3.019  -1.095
C  -0.726  3.411  -1.512  0.891
C  4.046  0.906  1.278  -0.792
C  2.040  -1.664  1.520  0.891
C  -2.237  4.067  -3.198  -0.855
C  -3.306  -0.190  -0.954  1.090
C  1.298  -1.724  3.801  -0.712
C  -1.992  5.416  -2.897  -0.717
C  -1.058  -4.224  -1.829  -0.718
C  -3.769  -0.864  2.161  -0.533
C  1.282  -1.100  2.552  0.939
C  -3.594  1.178  -0.856  -1.011
C  2.773  -3.438  2.957  -0.890
C  -1.587  0.068  2.695  1.044
C  -0.463  4.746  -1.251  0.711
C  3.511  -3.029  -3.671  -0.638
C  1.757  -2.034  -2.380  0.120
C  -1.608  3.039  -2.518  -0.630
C  -4.109  -1.029  -1.733  -0.320
C  2.691  -1.665  -1.408  0.977
C  -5.192  -0.489  -2.409  -0.808
C  -0.925  -4.645  0.552  -0.845
C  -3.340  -0.005  4.369  -0.888
C  0.863  3.529  0.051  -0.784
C  4.447  -2.659  -2.707  -0.811
C  2.055  -2.879  4.004  -0.954
C  3.186  0.698  0.195  1.351
C  -1.263  -3.328  0.815  -1.035
C  2.168  -2.711  -3.518  -0.716
C  4.057  2.664  -0.915  -0.899
C  -4.193  -0.617  3.462  -0.883
C  -0.823  -5.089  -0.763  -0.718
C  -4.678  1.707  -1.534  -0.752
C  -2.046  0.344  3.988  -0.688
C  4.048  -1.961  -1.580  -0.309
C  4.910  2.866  0.166  -0.630
C  3.197  1.575  -0.899  -0.836
C  -1.515  -2.457  -0.256  1.542
C  -1.396  -2.907  -1.583  -1.091
C  -1.089  5.788  -1.920  -1.021
C  -5.473  0.871  -2.313  -0.680
C  2.770  -2.834  1.702  -1.011
C  4.907  1.993  1.254  -0.652
H  -5.831  -1.132  -2.999  0.501
H  4.097  3.322  -1.773  0.576
H  -1.611  -2.246  -2.416  0.619
H  5.594  2.154  2.075  0.528
H  1.453  -2.990  -4.281  0.511
H  1.625  3.278  0.771  0.695
H  1.888  2.090  2.849  0.361
H  -5.199  -0.887  3.758  0.497
H  2.610  1.358  -1.797  0.573
H  -2.508  6.183  -3.458  0.462
H  -6.327  1.279  -2.837  0.476
H  5.491  -2.909  -2.844  0.480
H  3.838  -3.561  -4.555  0.468
H  -3.918  -2.092  -1.791  0.530
H  -4.459  -1.303  1.450  0.580
H  -2.924  3.828  -3.999  0.510
H  0.700  -1.815  -2.247  -0.448
H  4.789  -1.641  -0.856  0.513
H  0.663  2.025  4.104  0.534
H  -1.791  2.008  -2.794  0.529
H  -1.409  0.829  4.719  0.438
H  4.051  0.224  2.120  0.604
H  -0.762  -5.334  1.371  0.550
H  3.327  -3.277  0.886  0.532
H  3.342  -4.346  3.112  0.512
H  -4.919  2.758  -1.442  0.576
H  0.262  2.824  2.603  0.440
H  -1.363  -2.990  1.839  0.427
H  2.072  -3.344  4.981  0.493
H  -3.015  1.824  -0.197  0.542
H  -0.873  6.827  -1.708  0.499
H  5.605  3.697  0.151  0.509
H  -0.998  -4.589  -2.846  0.561
H  0.964  5.581  0.141  0.322
H  -3.682  0.211  5.373  0.492
H  -0.571  -6.124  -0.959  0.485
H  0.722  -1.333  4.633  0.508

Computed properties:
- multiplicity = 1
- net charge = +4
- relative energy (zero: lowest compared OMol25 entry of this formula, charge and spin) (eV) = 0.000
- HOMO (eV) = -19.211


> Which value of relative energy (zero: lowest compared OMol25 entry of this formula, charge and spin) does entry 2 give?

0.000 eV


> multiplicity of number 1 (C44H37BCl2MoN8O2S2Sb)?

2


> Among the records above, which one has the lowest multiplicity?

C44H37N2P2SiTa